(1)
# C23H67N3O14

A 9-piece molecular cluster, C23H67N3O14 overall in a non-equilibrium geometry (ωB97M-V with the def2-TZVPD basis set, the OMol25 dataset).

Energy   -58059.0329 eV
⟨S²⟩   0.75
Net charge   +1
2S+1   2
Frontier orbital gap (alpha / beta)   9.935 / 4.581 eV
E_HOMO (alpha / beta)   -11.87 / -11.87 eV

Each line ends with the Mulliken charge.
Atoms and positions in Å:
C1 19.92810 5.30484 7.23429  -0.45
O1 20.06797 5.77134 5.92933  -0.54
H1 20.64531 5.82148 7.87209  0.27
H2 18.95136 5.65504 7.56810  0.07
H3 20.05335 4.22229 7.25659  0.28
H4 20.46745 6.64140 5.85856  0.26
C2 18.46368 12.84460 8.52038  -1.25
C3 17.52347 13.77668 9.33338  0.34
C4 16.18380 14.07963 8.54033  -0.38
O2 15.55713 15.16586 9.19706  -0.35
C5 14.30005 15.54673 8.69936  -0.76
N1 17.36440 13.08684 10.58837  -0.55
H5 19.35212 12.44945 9.01296  0.40
H6 18.81764 13.42536 7.66859  0.45
H7 17.92828 11.97593 8.13717  -0.02
H8 18.11379 14.68144 9.47842  0.49
H9 15.52805 13.21079 8.59672  0.12
H10 16.42911 14.30090 7.50159  0.47
H11 14.03965 16.50080 9.15763  0.26
H12 13.54333 14.80126 8.94383  0.29
H13 14.39863 15.78633 7.64060  0.32
H14 16.78457 13.61185 11.22732  0.34
H15 16.87176 12.25071 10.30858  -0.11
C6 15.73288 10.63929 12.56638  -0.99
C7 16.16031 9.20762 12.75557  0.49
C8 17.63544 9.02777 12.42426  -1.00
O3 17.95654 9.07658 11.05573  -0.34
C9 19.39645 9.18908 10.92676  -0.81
N2 15.77805 8.72856 14.11377  -0.75
H16 14.75132 10.80125 13.01180  0.45
H17 15.78659 10.85937 11.50018  -0.10
H18 16.37377 11.34325 13.09725  0.35
H19 15.75148 8.52749 12.00833  0.25
H20 17.92617 8.11748 12.94861  0.24
H21 18.20342 9.78979 12.95795  0.47
H22 19.72494 9.86972 10.14131  0.10
H23 19.85152 8.25201 10.60596  0.32
H24 19.91591 9.56976 11.80616  0.44
H25 14.77373 8.67709 14.20741  0.27
H26 16.10534 7.77368 14.07901  0.29
C10 15.06048 9.79370 6.77243  -1.42
C11 15.62083 9.04849 7.96257  0.47
C12 16.32163 7.69427 7.66654  -0.31
O4 15.60105 6.91690 6.75744  -0.41
C13 16.15413 5.60894 6.49500  -0.65
N3 16.68681 9.87058 8.57172  0.79
H27 14.19257 9.26202 6.38232  0.46
H28 15.74798 9.80706 5.92670  0.18
H29 14.68071 10.75220 7.12621  0.40
H30 14.83759 8.92581 8.71063  0.44
H31 16.34715 7.19948 8.63744  0.42
H32 17.33622 7.88890 7.31892  0.10
H33 15.61485 5.02833 5.74654  0.30
H34 16.07227 5.07274 7.44046  0.34
H35 17.20374 5.60275 6.20112  0.22
H36 17.21901 9.31073 9.22243  0.25
H37 17.41942 10.15712 7.93826  -0.42
C14 17.34270 7.01917 0.71907  -0.42
C15 17.02746 8.54039 0.77415  -0.42
O5 17.72858 9.08996 1.88455  -0.40
O6 16.62100 6.30516 -0.23415  -0.53
H38 17.16086 6.62808 1.72012  0.24
H39 18.42045 6.87436 0.64458  0.31
H40 15.96876 8.77178 0.89123  0.42
H41 17.39094 9.05202 -0.11705  0.33
H42 17.17246 9.72752 2.33825  0.21
H43 16.99421 5.42180 -0.27876  0.33
C16 20.50483 11.39902 2.02319  0.26
C17 21.07554 10.06375 1.55638  -0.44
O7 20.26292 9.45421 0.58051  -0.62
O8 20.38971 12.28945 0.95063  -0.57
H44 21.10721 11.88087 2.79330  0.13
H45 19.48276 11.19091 2.33965  -0.01
H46 21.24215 9.32994 2.34497  -0.04
H47 22.05693 10.28390 1.13627  0.46
H48 19.34954 9.41321 0.87318  0.39
H49 21.00486 12.00436 0.27099  0.37
C18 18.96711 10.06501 5.69845  -0.20
C19 19.38760 8.83461 4.93344  0.16
O9 20.76477 8.55706 5.11576  -0.14
O10 19.05351 9.90952 7.14584  0.30
H50 17.90121 10.21234 5.52455  0.01
H51 19.51533 10.92536 5.31457  0.49
H52 19.16957 8.94408 3.87110  -0.10
H53 18.89766 7.94306 5.32485  -0.06
H54 21.31744 9.34135 5.08338  0.21
H55 19.86115 10.34005 7.43564  -0.30
C20 22.98838 11.42937 6.10149  -0.75
C21 21.92066 11.91035 7.06046  -0.21
O11 21.55369 10.88364 8.01331  -0.47
O12 22.32833 10.72891 5.08479  -0.30
H56 23.77277 10.80287 6.52615  0.33
H57 23.61566 12.22762 5.70474  0.45
H58 20.99458 12.20500 6.56685  -0.03
H59 22.28500 12.75139 7.65036  0.64
H60 21.81061 11.22741 8.87203  0.24
H61 23.05895 10.36632 4.57850  -0.03
C22 24.66320 6.74662 4.89731  -0.37
C23 25.05805 8.20984 4.54211  -0.43
O13 24.18112 8.75569 3.57991  -0.49
O14 23.65652 6.77383 5.88969  -0.51
H62 25.57296 6.28107 5.27637  0.35
H63 24.38513 6.09854 4.06620  0.31
H64 26.06364 8.18754 4.12211  0.36
H65 25.07901 8.91394 5.37392  0.20
H66 24.19711 8.15901 2.82803  0.31
H67 22.98714 7.41626 5.64311  0.30

(2)
# C9H16B2

C9H16B2 in the gas phase in a non-equilibrium geometry (ωB97M-V with the def2-TZVPD basis set, the OMol25 dataset).

Energy   -10938.2888 eV
⟨S²⟩   2.01
2S+1   3
Frontier orbital gap (alpha / beta)   5.863 / 6.824 eV
E_HOMO (alpha / beta)   -5.62 / -9.71 eV

Each line ends with the Mulliken charge.
Atoms and positions in Å:
B1 -1.37623 -2.21863 0.18859  0.28
B2 -1.89161 0.28698 0.52501  0.17
C1 0.32225 -0.29833 -0.42531  -0.06
C2 -4.37464 0.60547 0.04274  -0.73
C3 -0.73517 -0.82966 0.14776  0.07
C4 -3.10783 0.40614 -0.39374  0.03
C5 0.51620 1.21215 -0.40388  -0.63
C6 1.49836 -1.05707 -0.91213  -0.81
C7 1.58957 1.48550 0.72391  -0.68
C8 2.66650 -0.70876 0.05934  -0.75
C9 2.97201 0.82028 0.31189  -0.55
H1 -2.47205 -2.40962 -0.19512  -0.08
H2 -0.69830 -3.16095 0.42974  -0.12
H3 -2.86722 0.19777 -1.43313  0.27
H4 -1.88083 0.75052 1.63452  -0.15
H5 -4.60331 0.87561 1.01181  0.26
H6 -5.33176 0.58698 -0.50457  0.25
H7 0.82759 1.45969 -1.38103  0.47
H8 -0.44960 1.53111 -0.07261  0.07
H9 1.37131 -2.12498 -0.97657  0.36
H10 1.83656 -0.76235 -1.93651  0.32
H11 1.64617 2.61764 0.83517  0.32
H12 1.33678 0.88124 1.56772  0.37
H13 2.29606 -1.06611 0.99476  0.39
H14 3.68376 -1.18368 -0.29076  0.30
H15 3.50110 1.21229 -0.67142  0.31
H16 3.72431 0.89076 1.12383  0.32

(3)
# C10H30N6O4

A 4-piece molecular cluster, C10H30N6O4 overall in a non-equilibrium geometry (ωB97M-V with the def2-TZVPD basis set, the OMol25 dataset).

SMILES   COC[C@H](C)N.COC[C@H](C)N.NC(N)=O.NC(N)=O
Energy   -27985.9911 eV
Frontier orbital gap   9.408 eV
E_HOMO   -8.88 eV

Each line ends with the Mulliken charge.
Atoms and positions in Å:
C1 0.21602 -0.69920 -0.88565  0.61
O1 0.04136 0.46570 -1.12408  -0.63
N1 -0.13037 -1.73364 -1.61537  -0.41
N2 0.67779 -1.22416 0.21860  -0.33
H1 -0.71979 -1.49731 -2.40075  0.21
H2 -0.17836 -2.69898 -1.32225  0.20
H3 1.00849 -2.17724 0.26738  0.18
H4 0.87769 -0.58260 0.97261  0.16
C2 -1.98328 -7.31211 -2.09071  0.66
O2 -1.10497 -6.80011 -1.37248  -0.68
N3 -3.11324 -7.83214 -1.65101  -0.42
N4 -1.75345 -7.62371 -3.31281  -0.39
H5 -3.85045 -8.18454 -2.24467  0.19
H6 -3.21998 -7.65917 -0.66167  0.23
H7 -0.89086 -7.23342 -3.66452  0.22
H8 -2.27261 -8.28722 -3.86987  0.18
C3 -0.64509 5.84099 -4.86659  -1.45
C4 -1.86296 6.55114 -4.29879  0.66
C5 -2.08957 6.25754 -2.81538  -0.80
O3 -3.11504 7.14238 -2.31963  -0.34
C6 -2.90834 7.52533 -0.92791  -0.72
N5 -1.69648 7.93050 -4.64242  -0.77
H9 -0.73399 5.88057 -5.95224  0.39
H10 -0.59326 4.76585 -4.69491  0.37
H11 0.30469 6.15554 -4.43407  0.36
H12 -2.76315 6.27124 -4.84597  0.21
H13 -1.15907 6.41893 -2.27112  0.40
H14 -2.29858 5.20341 -2.63307  0.34
H15 -2.79133 6.60291 -0.35910  0.31
H16 -3.79612 8.08647 -0.63622  0.25
H17 -2.11047 8.24883 -0.76041  0.29
H18 -2.51535 8.50714 -4.51190  0.25
H19 -1.59764 7.94810 -5.64742  0.25
C7 3.74586 -4.19498 3.94991  -1.45
C8 2.59772 -3.80473 4.81259  0.50
C9 2.79534 -2.44784 5.55933  -0.70
O4 3.09049 -1.44218 4.60402  -0.25
C10 3.23029 -0.11823 5.10597  -0.81
N6 1.29789 -3.94020 4.18560  -0.66
H20 4.62005 -4.42167 4.56023  0.34
H21 4.03494 -3.38679 3.27806  0.29
H22 3.45254 -5.06618 3.36419  0.39
H23 2.60752 -4.65092 5.49961  0.27
H24 3.72445 -2.43184 6.12906  0.40
H25 1.96003 -2.21470 6.21964  0.34
H26 3.61407 0.61277 4.39432  0.26
H27 3.94913 -0.07904 5.92442  0.31
H28 2.28634 0.32896 5.41756  0.31
H29 0.56768 -3.79495 4.86809  0.24
H30 1.19326 -3.20448 3.50158  0.23

(4)
# C4H3BrO

C4H3BrO as an isolated structure in a non-equilibrium geometry (ωB97M-V with the def2-TZVPD basis set, the OMol25 dataset).

Energy   -76282.0544 eV
Frontier orbital gap   7.846 eV
E_HOMO   -9.73 eV

Each line ends with the Mulliken charge.
Atoms and positions in Å:
C1 0.42964 -0.34365 0.83978  -0.22
C2 -0.33209 0.67580 0.46702  0.09
C3 -0.63488 0.31603 -0.90108  0.20
C4 0.43860 -0.89388 -0.57195  -0.19
O1 -1.29604 0.79180 -1.73303  -0.41
Br1 -0.89506 2.71582 2.15729  -0.31
H1 0.96364 -0.72805 1.73698  0.34
H2 1.37685 -0.65310 -1.25409  0.23
H3 -0.05066 -1.88079 -0.74093  0.26

(5)
# C27H35CaF9N5O4P2S

C27H35CaF9N5O4P2S as an isolated structure (ωB97M-V with the def2-TZVPD basis set, the OMol25 dataset).

Energy   -116525.8212 eV
Net charge   -1
Frontier orbital gap   6.129 eV
E_HOMO   -4.05 eV

Each line ends with the Mulliken charge.
Atoms and positions in Å:
Ca1 -0.62996 -0.68086 -0.88422  2.09
C1 0.09912 -0.70116 4.57488  -1.01
N1 0.82764 -1.06023 3.38028  0.70
C2 1.15277 -2.47597 3.25187  -1.06
P1 1.48963 -0.04587 2.28053  -0.71
O1 1.43404 -0.49121 0.88337  0.16
O2 0.68995 1.34829 2.54409  -0.02
P2 -0.48331 1.90417 1.55750  -0.61
O3 -1.14478 0.79107 0.86558  -0.46
N2 0.21600 2.98833 0.54854  0.65
C3 0.63159 4.28424 1.04889  -1.06
C4 1.03441 2.54065 -0.57613  -0.74
N3 -1.45879 2.72369 2.59020  0.75
C5 -1.09972 3.15517 3.92176  -1.07
C6 -2.87758 2.78784 2.27606  -0.83
N4 3.04894 0.29013 2.72005  0.40
C7 3.33093 0.71341 4.07670  -0.94
C8 3.93645 0.86518 1.72056  -0.62
H1 -0.84297 -1.25448 4.61528  0.32
H2 -0.12551 0.36309 4.57820  0.18
H3 0.67418 -0.93971 5.47956  0.33
H4 0.23809 -3.06656 3.32828  0.39
H5 1.86405 -2.78519 4.02692  0.25
H6 1.58166 -2.66348 2.26975  0.14
H7 -0.09481 4.67138 1.76250  0.32
H8 0.68733 4.98221 0.21123  0.37
H9 1.62165 4.24594 1.52564  0.25
H10 0.75403 1.55824 -0.94908  -0.12
H11 2.09205 2.51123 -0.29182  0.29
H12 0.89127 3.23582 -1.40531  0.53
H13 -0.02357 3.08974 4.07035  0.23
H14 -1.59381 2.53983 4.68366  0.32
H15 -1.40469 4.19557 4.07664  0.38
H16 -3.04398 2.48269 1.24496  0.08
H17 -3.23678 3.81306 2.40360  0.31
H18 -3.44799 2.12012 2.92997  0.30
H19 2.72073 0.15266 4.78457  0.22
H20 3.14453 1.78561 4.22468  0.24
H21 4.37936 0.51617 4.31004  0.38
H22 3.65096 0.50594 0.73469  -0.06
H23 4.96145 0.54965 1.92706  0.34
H24 3.90050 1.96260 1.73488  0.26
S1 -3.14935 -4.75619 0.72700  -0.39
C9 -2.88026 -3.89001 2.17636  -0.60
C10 -2.20257 -2.72921 1.93140  -0.72
C11 -1.87281 -2.44878 0.56172  -1.01
C12 -2.36751 -3.49506 -0.18387  1.26
C13 -2.34179 -3.56777 -1.65191  0.20
C14 -2.80015 -4.67989 -2.36731  -1.09
C15 -2.79738 -4.64672 -3.74830  -0.32
C16 -2.33931 -3.51059 -4.39958  -1.08
C17 -1.88254 -2.46085 -3.61839  -0.22
N5 -1.87604 -2.48665 -2.29296  0.05
H25 -3.23304 -4.27934 3.11909  0.43
H26 -1.96505 -2.04137 2.73611  0.54
H27 -3.15227 -5.55677 -1.84070  0.32
H28 -3.15269 -5.50296 -4.30879  0.41
H29 -2.32493 -3.43307 -5.47716  0.42
H30 -1.50378 -1.54869 -4.06550  0.38
C18 -2.79777 3.25105 -3.92966  -0.34
C19 -3.41028 2.84122 -2.75313  -0.64
C20 -2.85223 1.80960 -2.00382  -0.36
C21 -1.67637 1.12032 -2.35201  0.26
C22 -1.10338 1.58093 -3.55295  -0.35
C23 -1.63330 2.60937 -4.32755  -0.72
H31 -3.21831 4.05354 -4.52686  0.33
H32 -4.32535 3.32594 -2.42194  0.34
H33 -3.37909 1.52913 -1.08954  0.25
H34 -0.18134 1.11956 -3.90594  0.07
H35 -1.13470 2.91146 -5.24470  0.40
F1 2.30881 -2.94441 -1.04878  -0.22
C24 3.12031 -2.12522 -1.71366  0.06
F2 3.81661 -1.42322 -0.79561  -0.27
F3 4.02258 -2.90644 -2.36393  -0.31
C25 2.30940 -1.17063 -2.65720  0.62
O4 1.22146 -0.74398 -2.05107  0.08
C26 3.22922 0.02836 -3.04479  0.43
F4 3.31572 0.91491 -2.04486  -0.11
F5 2.74498 0.68891 -4.10842  -0.28
F6 4.49903 -0.33557 -3.35145  -0.32
C27 1.94835 -1.95872 -3.95732  0.38
F7 1.45545 -3.17255 -3.65554  -0.28
F8 3.00183 -2.15597 -4.78852  -0.29
F9 1.01483 -1.32266 -4.66465  -0.20

(6)
# C5H38NO14

C5H38NO14 as an isolated structure in a non-equilibrium geometry (ωB97M-V with the def2-TZVPD basis set, the OMol25 dataset).

Energy   -35951.0407 eV
Net charge   +1
Frontier orbital gap   10.125 eV
E_HOMO   -12.59 eV

Each line ends with the Mulliken charge.
Atoms and positions in Å:
O1 -0.74860 -0.91234 0.58035  -0.63
C1 0.36396 -0.61016 0.94688  -0.39
C2 1.14656 0.25037 -0.08045  0.74
C3 2.28263 1.21310 0.37973  0.85
C4 1.87358 2.66716 0.48306  -1.92
C5 3.06619 0.65706 1.61584  -1.51
N1 0.18454 0.90067 -0.97622  -0.12
H1 0.90600 -1.10792 1.75045  0.45
H2 1.65120 -0.52599 -0.66361  -0.37
H3 3.00504 1.14736 -0.42888  0.42
H4 1.69128 3.10740 -0.50434  0.40
H5 2.72274 3.27414 0.81005  0.55
H6 1.13911 2.99040 1.22321  0.33
H7 2.48538 -0.01756 2.23711  0.21
H8 3.26912 1.54322 2.22598  0.44
H9 4.08040 0.32251 1.39732  0.42
H10 -0.53431 0.29915 -1.37150  0.35
H11 -0.36416 1.57038 -0.38172  0.39
H12 0.79433 1.47518 -1.62648  0.37
H13 -1.38277 1.42197 3.31600  0.40
H14 -2.37792 2.70448 3.29366  0.28
O2 -1.63540 2.25364 2.87504  -0.66
H15 -3.80825 1.32385 -1.33842  0.27
H16 -4.30577 2.32518 -0.12720  0.30
O3 -3.92764 1.49403 -0.41204  -0.72
H17 -2.00828 1.02056 -3.77031  0.27
H18 -3.39255 0.24262 -3.59849  0.30
O4 -2.70587 0.76834 -3.17366  -0.59
H19 -1.12100 2.27574 1.29834  0.43
H20 -1.97645 1.72227 0.16564  0.37
O5 -1.16352 2.22841 0.30463  -0.58
H21 1.32687 1.40800 -3.99881  0.27
H22 2.29466 0.61132 -3.23347  0.45
O6 1.68898 1.39882 -3.10616  -0.70
H23 -1.68073 -3.10777 3.42700  0.27
H24 -1.72455 -2.04893 2.27218  0.36
O7 -1.15170 -2.51012 2.89552  -0.66
H25 -4.56020 0.25387 0.73353  0.43
H26 -4.82698 0.27136 2.21987  0.28
O8 -4.91289 -0.31443 1.45463  -0.65
H27 -3.03477 -3.28188 0.82993  0.29
H28 -4.14523 -1.96194 0.85288  0.32
O9 -3.65387 -2.69327 1.25112  -0.63
H29 4.06926 -0.86946 -0.63207  0.21
H30 4.98771 -1.34455 -1.77936  0.34
O10 4.07421 -1.33374 -1.47777  -0.62
H31 -0.62579 -0.92617 3.66891  0.31
H32 0.12021 0.34374 4.14809  0.32
O11 -0.42195 0.00311 3.42128  -0.63
H33 1.53049 -4.06437 1.41546  0.27
H34 1.51685 -3.53746 -0.03875  0.28
O12 1.67432 -3.27945 0.87943  -0.54
H35 0.21539 -2.41749 -4.51803  0.27
H36 -0.33409 -2.80845 -3.12285  0.29
O13 0.21644 -2.16744 -3.58588  -0.60
H37 3.49339 -1.37488 -3.37644  0.38
H38 1.94655 -1.28508 -3.26302  0.32
O14 2.70784 -0.98857 -3.78714  -0.73

> Among the records above, which one has the highest energy?

C9H16B2

> Among the records above, which one has the highest energy?

C9H16B2

> Which value of energy does entry 1 give?

-58059.0329 eV